13
Properties=species:S:1:pos:R:3:lowdin_charge:R:1 method="wB97M-V/def2-TZVPD" e_tot_ev=-7689.55422 relative_energy_kcal_mol=118.2
N -1.95 -0.34 0.99 0.07
N 1.20 0.37 -0.44 -0.14
N 0.22 0.70 0.31 -0.06
C -0.91 -0.12 0.16 -0.51
C 2.50 0.46 -0.04 0.01
C -1.12 -0.87 -1.08 -0.11
H 3.31 0.23 -0.68 0.03
H 0.50 0.28 1.65 0.27
H -1.02 -2.09 -0.93 0.13
H 2.50 1.09 0.98 0.10
H -0.25 -0.82 -1.84 0.08
H -2.16 -0.73 -1.50 0.09
H -2.04 0.08 1.96 0.05